C55H109NO23S8 | ωB97M-V/def2-TZVPD

Geometry as ORCA input:
```
! wB97M-V def2-TZVPD RIJCOSX def2/J DEFGRID3
* xyz 0 1
C 0.553 -5.211 1.978
C -0.404 -6.068 2.774
O -0.022 -6.698 3.729
C -1.859 -6.054 2.366
H 1.458 -5.128 2.587
H 0.134 -4.232 1.736
H 0.925 -5.671 1.060
H -2.322 -5.122 2.708
H -2.382 -6.912 2.776
H -1.991 -6.022 1.281
C 5.454 -0.716 -0.607
C 5.902 0.705 -0.773
O 6.949 0.976 -1.322
C 4.991 1.814 -0.329
H 6.302 -1.373 -0.426
H 5.000 -1.017 -1.558
H 4.712 -0.856 0.168
H 5.577 2.703 -0.114
H 4.411 1.550 0.562
H 4.264 2.136 -1.080
C -4.831 -0.198 3.557
C -3.659 0.749 3.479
O -2.763 0.724 4.289
C -3.615 1.697 2.309
H -5.140 -0.272 4.602
H -4.544 -1.187 3.205
H -5.668 0.206 2.995
H -4.338 1.442 1.538
H -2.611 1.668 1.879
H -3.774 2.722 2.655
C 4.432 0.851 -3.897
C 3.481 -0.275 -3.658
O 2.530 -0.155 -2.925
C 3.726 -1.563 -4.409
H 5.489 0.625 -3.752
H 4.167 1.686 -3.249
H 4.314 1.209 -4.926
H 3.375 -1.490 -5.437
H 3.149 -2.348 -3.908
H 4.770 -1.869 -4.359
C -3.283 -3.762 -0.587
C -4.031 -5.045 -0.876
O -4.456 -5.762 -0.002
C -4.246 -5.377 -2.323
H -3.385 -3.497 0.462
H -3.685 -3.012 -1.263
H -2.228 -3.892 -0.840
H -3.327 -5.842 -2.689
H -4.454 -4.498 -2.933
H -5.076 -6.074 -2.411
C -5.143 3.814 -1.868
C -3.953 3.259 -2.588
O -3.218 2.440 -2.058
C -3.598 3.914 -3.908
H -5.082 3.588 -0.805
H -6.108 3.436 -2.205
H -5.150 4.902 -1.974
H -4.426 3.778 -4.614
H -2.705 3.472 -4.346
H -3.466 4.987 -3.779
C -0.889 4.306 3.250
C -1.809 4.692 2.120
O -2.869 5.223 2.325
C -1.362 4.288 0.733
H -1.416 4.496 4.183
H 0.018 4.912 3.222
H -0.617 3.251 3.159
H -1.391 5.135 0.050
H -2.062 3.522 0.383
H -0.365 3.849 0.759
C -2.086 -2.640 6.059
C -2.176 -2.643 4.611
N -2.270 -2.634 3.469
H -2.939 -3.134 6.515
H -2.106 -1.602 6.393
H -1.147 -3.081 6.380
C 1.790 4.997 -3.031
C 1.094 3.742 -2.483
C 0.055 3.419 -3.560
S 0.818 3.819 -5.150
O -0.065 4.708 -5.857
O 1.328 2.612 -5.756
C 2.232 4.692 -4.458
H 2.646 5.298 -2.423
H 1.123 5.861 -2.931
H 0.600 3.950 -1.537
H 1.836 2.942 -2.380
H -0.720 4.183 -3.477
H -0.376 2.427 -3.659
H 2.616 5.506 -5.058
H 2.970 3.893 -4.364
C -1.321 0.784 -6.117
C -0.246 -0.275 -5.892
C -0.979 -1.605 -5.885
S -2.551 -1.290 -5.081
O -2.488 -1.753 -3.712
O -3.633 -1.677 -5.926
C -2.405 0.493 -5.096
H -1.691 0.694 -7.143
H -1.002 1.805 -5.943
H 0.239 -0.090 -4.931
H 0.514 -0.227 -6.666
H -0.469 -2.384 -5.340
H -1.196 -1.931 -6.902
H -2.011 0.654 -4.084
H -3.394 0.936 -5.142
C 1.180 1.349 5.048
C 0.219 2.034 6.012
C -0.383 0.910 6.800
S 1.038 -0.049 7.290
O 0.727 -1.450 7.241
O 1.599 0.548 8.474
C 2.038 0.375 5.839
H 1.778 2.016 4.432
H 0.576 0.721 4.388
H -0.572 2.508 5.428
H 0.705 2.792 6.626
H -1.043 0.283 6.201
H -0.930 1.150 7.711
H 2.120 -0.599 5.359
H 3.022 0.679 6.185
C 3.478 6.291 3.157
C 3.444 4.764 3.262
C 2.724 4.248 2.045
S 3.144 5.386 0.720
O 1.946 5.956 0.146
O 4.124 4.754 -0.122
C 3.963 6.579 1.762
H 4.138 6.732 3.898
H 2.468 6.702 3.248
H 2.973 4.447 4.193
H 4.471 4.392 3.301
H 1.642 4.264 2.133
H 3.002 3.272 1.651
H 3.880 7.602 1.402
H 5.033 6.362 1.664
C -1.461 -1.099 0.517
C -1.364 -0.009 -0.523
C 0.108 0.298 -0.747
S 0.820 0.165 0.907
O 0.971 1.474 1.487
O 1.948 -0.742 0.899
C -0.575 -0.667 1.657
H -1.189 -2.070 0.098
H -2.492 -1.215 0.858
H -1.915 0.883 -0.209
H -1.815 -0.261 -1.484
H 0.317 1.342 -0.972
H 0.615 -0.405 -1.400
H -1.077 0.111 2.233
H -0.201 -1.462 2.292
C 4.307 -2.874 2.097
C 4.955 -3.858 3.100
C 6.220 -3.215 3.644
S 5.972 -1.438 3.559
O 6.924 -0.888 2.630
O 5.821 -0.855 4.866
C 4.386 -1.510 2.748
H 3.272 -3.149 1.894
H 4.834 -2.917 1.140
H 5.179 -4.803 2.607
H 4.208 -4.091 3.864
H 7.026 -3.429 2.943
H 6.475 -3.548 4.644
H 4.316 -0.645 2.101
H 3.630 -1.497 3.536
C 0.770 -4.173 -1.895
C 1.460 -4.881 -3.072
C 2.834 -5.359 -2.610
S 3.261 -4.488 -1.095
O 4.483 -3.759 -1.273
O 3.107 -5.422 -0.007
C 1.816 -3.434 -1.118
H 0.244 -4.872 -1.237
H -0.018 -3.507 -2.258
H 1.582 -4.161 -3.873
H 0.867 -5.732 -3.403
H 3.586 -4.995 -3.320
H 3.046 -6.419 -2.505
H 2.122 -2.456 -1.510
H 1.562 -3.170 -0.087
C -7.138 -2.057 -2.078
C -6.242 -1.207 -2.991
C -5.389 -0.309 -2.102
S -6.353 0.002 -0.636
O -6.767 1.370 -0.636
O -5.657 -0.521 0.505
C -7.718 -1.074 -1.072
H -6.551 -2.854 -1.607
H -7.894 -2.586 -2.658
H -6.888 -0.620 -3.647
H -5.586 -1.820 -3.611
H -5.147 0.622 -2.611
H -4.450 -0.795 -1.850
H -8.452 -0.441 -1.573
H -8.157 -1.506 -0.178
*
```

Values from the calculation:
Orbital gap: 0.3411 Ha
Maximum force: 1.73 eV/A